[1]
# C29H50F2N5O14P3

A cluster of 3 separate species, C29H50F2N5O14P3 in total at a distorted geometry (wB97M-V/def2-TZVPD, OMol25).

Last column: Mulliken charge in e.
Cartesian coordinates (Å):
P (3.947, -2.538, 2.400)  -0.30
P (4.878, -3.349, 0.564)  0.85
P (1.575, 3.953, -2.433)  0.74
F (-1.402, 4.288, 2.082)  -0.18
F (-1.133, 6.118, -1.725)  -0.23
O (-3.134, 4.847, 0.607)  -0.51
O (-6.066, 1.965, -6.437)  -0.47
O (-3.694, 2.822, -4.735)  -0.25
O (0.273, -6.249, 4.047)  -0.25
O (5.447, -2.071, -0.457)  -0.48
O (-0.692, -4.902, 6.627)  -0.23
O (4.697, 2.394, 2.407)  -0.38
O (6.236, -4.329, 0.908)  -0.51
O (0.141, 4.196, -3.401)  -0.48
O (2.259, 5.427, -1.910)  -0.58
O (0.174, 5.722, 0.094)  -0.40
O (-3.223, 1.498, -7.459)  -0.24
O (3.873, -4.213, -0.215)  -0.62
O (-1.973, -7.507, 5.670)  -0.47
N (-1.296, 3.872, -0.469)  0.53
N (2.585, 3.349, -3.508)  -0.81
N (0.234, -0.418, 2.158)  -0.40
N (3.067, -0.325, 0.837)  0.07
N (-2.032, -0.402, -0.317)  -0.46
C (2.251, 1.700, -0.598)  -0.15
C (3.712, 1.645, -1.282)  -0.78
C (-0.540, 1.663, 0.809)  -0.09
C (-5.389, 1.214, -5.427)  -0.30
C (1.260, -1.321, 2.485)  -0.38
C (0.587, 0.580, 1.170)  -0.05
C (3.405, 2.714, 2.982)  -0.36
C (-3.705, 4.154, -4.254)  -0.78
C (-0.981, -6.681, 3.531)  -0.56
C (-1.545, -3.814, 6.933)  -0.81
C (4.490, 3.073, -1.038)  -0.01
C (1.151, 2.772, -0.981)  1.28
C (1.355, -7.094, 3.698)  -0.88
C (-2.532, 0.034, 0.832)  -0.21
C (5.657, 2.919, 0.078)  -0.51
C (-1.908, 1.366, 1.557)  -0.91
C (-2.081, -6.579, 4.588)  -0.26
C (5.188, 3.458, 1.548)  -0.51
C (-4.294, 2.079, -8.198)  -0.54
C (-0.270, 2.838, -0.213)  0.18
C (-0.697, 5.251, -0.693)  0.19
C (-4.796, 2.042, -4.287)  -0.56
C (-0.938, -6.058, 7.424)  -0.54
C (-0.882, -7.329, 6.578)  -0.28
C (-2.879, 0.195, -7.894)  -0.86
C (-5.266, 2.809, -7.271)  -0.23
C (2.654, -1.241, 1.835)  0.25
C (1.997, 0.588, 0.524)  0.04
C (-1.986, 4.353, 0.794)  0.48
H (-1.761, 1.076, 2.671)  0.38
H (-0.932, -7.714, 3.162)  0.35
H (-1.906, -5.998, 7.929)  0.35
H (-4.424, 1.366, -3.511)  0.37
H (-1.179, -3.290, 7.822)  0.32
H (-3.766, -0.411, -8.100)  0.40
H (0.071, -7.428, 6.060)  0.07
H (-4.711, 4.584, -4.260)  0.43
H (-3.077, 4.757, -4.913)  0.25
H (4.836, 3.559, -2.012)  0.55
H (-1.232, -6.026, 2.691)  0.38
H (-2.190, -5.562, 4.960)  0.06
H (1.081, -8.153, 3.750)  0.40
H (-3.850, 2.802, -8.891)  0.38
H (4.356, 4.246, 1.473)  0.30
H (6.095, 3.984, 2.049)  0.31
H (-0.147, -6.098, 8.182)  0.38
H (2.164, -6.919, 4.409)  0.23
H (-0.010, 3.318, -3.843)  0.30
H (-5.585, 2.669, -3.851)  0.36
H (3.661, 1.375, -2.410)  0.41
H (-0.939, -8.181, 7.265)  0.41
H (-6.154, 0.561, -4.993)  0.42
H (2.167, 3.257, -4.442)  0.22
H (-2.319, -0.292, -7.093)  0.24
H (3.246, 5.343, -1.835)  0.41
H (-4.763, 3.572, -6.679)  0.04
H (-2.757, 2.102, 1.513)  0.41
H (2.986, 1.758, 3.485)  0.13
H (6.893, -3.860, 1.475)  0.33
H (-2.563, -1.257, -0.556)  0.24
H (-4.837, 1.326, -8.777)  0.34
H (4.421, 0.877, -0.831)  -0.06
H (1.709, -6.847, 2.692)  0.33
H (-4.649, 0.549, -5.870)  0.09
H (3.445, 3.512, 3.812)  0.33
H (-3.029, -6.820, 4.096)  0.42
H (-5.981, 3.345, -7.906)  0.42
H (6.596, 3.523, -0.200)  0.35
H (5.022, -1.875, 3.101)  0.11
H (-2.244, 0.254, -8.786)  0.31
H (1.065, -2.122, 3.288)  0.41
H (-1.531, -3.126, 6.085)  0.18
H (-2.579, -4.140, 7.083)  0.39
H (5.996, 1.837, 0.249)  0.17
H (3.685, 3.750, -0.542)  -0.31
H (2.633, 3.015, 2.172)  0.08
H (-3.372, -0.492, 1.411)  0.36
H (-3.288, 4.187, -3.243)  0.19
H (5.889, -1.375, 0.093)  0.32

Output
**Net charge**: 0



[2]
# C29H71ClNO18P

A cluster of 7 separate species, C29H71ClNO18P in total (wB97M-V/def2-TZVPD, OMol25).

Last column: Mulliken charge in e.
Cartesian coordinates (Å):
Cl (-0.716, -0.412, -5.763)  -0.25
P (-1.175, 3.345, -3.091)  0.65
O (8.252, 2.817, 3.934)  -0.21
O (-4.819, -1.009, -4.446)  -0.39
O (3.369, -3.463, -9.790)  -0.38
O (-0.763, 3.710, -1.731)  -0.43
O (10.946, 2.058, 4.840)  -0.39
O (-0.790, 4.676, 2.437)  -0.37
O (-5.344, -3.474, 0.349)  -0.38
O (-10.447, -3.936, 2.625)  -0.39
O (3.843, 2.438, 4.386)  -0.36
O (1.840, 5.886, 1.867)  -0.42
O (4.757, -0.010, 5.725)  -0.39
O (-3.027, -2.165, -0.923)  -0.32
O (-4.203, 1.652, -5.695)  -0.50
O (-0.086, 2.494, -3.888)  -0.45
O (0.926, -3.586, -8.157)  -0.26
O (-1.453, 4.600, -4.023)  -0.55
O (-4.875, 0.347, -3.995)  -0.18
O (-7.908, -3.985, 4.123)  -0.35
N (-2.644, 1.220, -4.058)  0.39
C (-10.889, -2.867, 3.439)  -0.72
C (2.945, -4.595, -9.051)  -0.45
C (3.833, -2.399, -8.981)  -0.66
C (-3.893, 1.090, -4.696)  0.35
C (1.438, -4.659, -8.929)  -0.57
C (5.553, 0.790, 6.579)  -0.56
C (8.827, 3.684, 2.972)  -0.92
C (0.368, -2.542, -8.934)  -0.51
C (3.139, 1.209, 4.385)  -0.42
C (-2.109, -0.002, -3.446)  -1.77
C (-0.381, 5.170, 1.164)  -0.31
C (10.974, 3.204, 5.671)  -0.70
C (-0.906, -2.161, -3.706)  -0.98
C (3.405, 0.413, 5.644)  -0.59
C (8.778, 1.501, 3.899)  -0.41
C (-5.414, -2.608, -0.772)  -0.99
C (-4.162, -2.671, -1.616)  0.31
C (-9.164, -3.727, 2.060)  -0.46
C (9.783, 1.265, 5.004)  -0.64
C (-2.191, -3.172, -0.383)  -0.83
C (-2.695, 2.332, -3.085)  -0.59
C (-1.700, -1.083, -4.429)  0.42
C (-5.038, -2.809, 1.562)  -0.88
C (-1.030, 5.693, 3.386)  -0.74
C (5.024, 2.412, 3.604)  -0.98
C (-8.084, -4.479, 2.804)  -0.34
C (2.368, 5.187, 2.978)  -0.68
C (1.113, 5.055, 0.973)  -0.38
C (-8.518, -4.788, 5.116)  -0.76
H (5.459, 1.853, 6.342)  0.29
H (-1.941, 6.251, 3.140)  0.32
H (3.295, -5.486, -9.581)  0.37
H (10.048, 3.780, 5.594)  0.29
H (-2.807, 1.971, -2.060)  0.28
H (-0.580, -2.858, -9.383)  0.32
H (-1.651, -3.701, -1.176)  0.39
H (6.589, 0.486, 6.437)  0.11
H (-8.924, -2.658, 2.039)  0.30
H (3.398, -4.594, -8.054)  0.31
H (-3.981, -3.701, -1.943)  0.37
H (-0.192, 6.392, 3.451)  0.32
H (-5.539, -1.046, -5.095)  0.33
H (3.961, -1.532, -9.627)  0.24
H (-0.005, -1.727, -3.271)  0.41
H (-4.157, -2.170, 1.466)  0.39
H (-0.693, 6.213, 1.044)  0.28
H (1.360, 5.367, -0.045)  0.35
H (-8.477, -4.233, 6.052)  0.26
H (1.608, 4.580, 3.476)  0.30
H (2.070, 1.439, 4.326)  0.39
H (-1.562, 4.380, -4.958)  0.35
H (4.799, -2.646, -8.528)  0.32
H (10.092, 0.216, 4.984)  0.37
H (5.281, 0.631, 7.629)  0.37
H (2.746, 5.928, 3.682)  0.34
H (-2.840, -0.421, -2.745)  0.69
H (7.941, 0.806, 4.030)  0.37
H (-2.761, -3.896, 0.203)  0.29
H (9.918, 3.656, 3.006)  0.39
H (-9.562, -5.003, 4.874)  0.33
H (-3.530, 2.987, -3.336)  0.52
H (2.779, -0.484, 5.639)  0.39
H (-7.977, -5.732, 5.241)  0.31
H (0.686, 2.365, -3.320)  0.30
H (4.782, 2.394, 2.534)  0.37
H (-10.138, -2.588, 4.182)  0.32
H (0.177, -1.706, -8.265)  0.02
H (-2.575, -1.545, -4.881)  0.26
H (-7.137, -4.350, 2.274)  0.21
H (-11.135, -1.989, 2.831)  0.31
H (-5.593, -1.578, -0.449)  0.36
H (-1.516, -2.585, -2.905)  -0.07
H (-1.241, 0.291, -2.855)  0.73
H (-1.166, 5.212, 4.354)  0.25
H (3.196, 4.538, 2.676)  0.25
H (9.318, 1.463, 5.976)  0.34
H (1.420, 4.010, 1.091)  0.23
H (11.136, 2.924, 6.717)  0.32
H (-5.888, -2.203, 1.895)  0.36
H (8.488, 4.693, 3.202)  0.26
H (-9.195, -4.087, 1.027)  0.36
H (3.137, 1.010, 6.522)  0.32
H (5.645, 1.547, 3.846)  0.50
H (5.588, 3.315, 3.824)  0.22
H (-1.467, -2.680, 0.265)  0.21
H (3.119, -2.152, -8.190)  0.27
H (-6.266, -2.925, -1.381)  0.43
H (11.806, 3.823, 5.341)  0.25
H (-4.301, -2.049, -2.502)  0.01
H (8.492, 3.422, 1.962)  0.33
H (-8.317, -5.549, 2.822)  0.36
H (9.237, 1.297, 2.926)  0.35
H (1.049, -2.220, -9.725)  0.34
H (-4.840, -3.573, 2.312)  0.27
H (-0.613, -2.949, -4.397)  0.41
H (3.405, 0.613, 3.505)  0.31
H (0.984, -4.666, -9.925)  0.33
H (-11.790, -3.200, 3.951)  0.25
H (-0.874, 4.572, 0.397)  0.28
H (1.164, -5.591, -8.424)  0.36

Output
**Net charge**: 0



| no. | lowest unoccupied orbital energy (eV) | HOMO level (Eh) |
| --- | --- | --- |
| 1 | -1.81 | -0.326 |
| 2 | 0.06 | -0.319 |